A 8-piece molecular cluster, C40H105N7O9 overall at a distorted geometry, computed with the ωB97M-V functional and the def2-TZVPD basis.

```
161
Properties=species:S:1:pos:R:3
C -8.094 11.239 -13.066
H -5.846 12.246 -10.742
H -5.049 4.808 -6.518
H -12.755 14.934 -6.121
C -8.360 11.917 -7.542
H -6.517 5.911 -7.889
H -5.685 10.570 -13.505
H -9.211 6.767 -0.795
H -8.649 10.003 -3.619
C -4.350 13.650 -5.696
H -7.007 9.833 -3.156
C -2.654 11.885 -5.982
H -7.460 11.444 -13.929
O -9.746 11.787 -7.430
H -10.788 9.684 -12.970
H -5.301 6.962 -10.036
H -10.146 5.599 -1.828
C -10.532 7.818 -3.008
C -6.548 12.401 -11.564
H -2.350 12.010 -3.450
C -13.570 8.732 -11.266
C -17.152 11.181 -11.329
H -11.369 7.128 -2.955
H -14.341 7.994 -11.463
H -10.419 16.912 -4.181
H -11.824 17.400 -12.622
N -13.892 9.493 -10.027
H -6.138 9.201 -12.551
H -10.644 8.458 -2.129
H -7.203 16.433 -4.199
C -11.245 15.298 -11.099
H -11.865 9.830 -7.672
H -11.581 14.215 -7.237
H -6.887 10.518 -9.952
N -4.968 7.401 -7.972
C -4.554 8.674 -7.336
H -10.870 13.330 -12.837
N -9.217 7.154 -2.913
H -4.232 8.566 -6.305
H -8.555 10.827 -10.499
H -9.273 14.742 -7.046
H -11.393 14.188 -14.318
H -8.354 9.086 -13.293
C -15.347 10.005 -10.124
H -17.460 11.685 -12.240
C -3.756 6.533 -8.239
H -9.365 5.406 -4.083
H -10.291 14.877 -9.294
H -13.082 16.218 -12.805
H -11.068 15.229 -3.904
C -11.737 14.564 -6.217
C -15.752 10.567 -11.473
H -7.362 13.011 -11.191
H -3.585 14.386 -5.934
H -9.799 15.919 -14.154
H -17.872 10.388 -11.110
C -5.426 5.763 -6.136
H -5.519 11.853 -4.162
H -3.051 7.076 -8.860
H -14.941 9.617 -7.400
H -10.908 16.592 -7.838
H -8.699 12.114 -12.848
H -7.778 6.170 -4.096
C -4.729 11.463 -4.798
C -8.846 6.363 -4.118
H -12.231 17.022 -6.730
C -3.037 12.804 -3.725
H -17.256 11.875 -10.492
H -4.879 13.318 -6.584
H -13.508 9.414 -12.111
H -3.249 6.326 -7.297
H -5.045 14.098 -4.989
H -4.123 5.581 -8.610
O -7.949 12.772 -8.340
C -5.534 7.755 -9.325
H -4.618 6.165 -4.407
C -13.807 8.524 -8.882
H -3.836 12.907 -2.989
H -8.434 8.637 -1.692
H -13.831 8.521 -6.710
H -9.925 11.068 -6.814
H -15.099 11.383 -11.799
H -7.844 9.644 -5.529
H -5.049 10.461 -11.834
H -11.465 16.307 -10.749
H -2.915 15.000 -3.811
H -10.560 8.472 -3.876
H -11.992 16.513 -14.214
H -9.415 16.631 -12.541
H -7.857 9.322 -10.922
N -11.146 15.407 -12.602
H -8.709 17.240 -6.117
H -9.302 14.337 -5.407
H -3.206 11.509 -6.845
H -9.329 13.012 -9.826
C -5.894 10.258 -12.484
N -7.060 11.050 -11.963
H -15.796 9.769 -12.209
O -9.865 13.341 -10.579
H -5.163 11.218 -5.769
H -5.924 12.785 -12.369
H -5.075 8.649 -9.734
H -7.214 7.611 -2.364
H -1.943 14.182 -2.605
H -6.756 7.354 -6.857
H -7.432 16.007 -6.313
C -11.160 16.866 -6.813
C -9.260 6.219 -1.732
H -9.089 6.891 -5.034
C -8.130 8.145 -2.618
O -7.667 11.204 -6.763
O -4.535 6.486 -5.310
C -13.053 11.337 -8.534
H -15.946 9.112 -9.941
H -9.136 15.275 -10.628
H -14.021 11.830 -8.447
H -2.158 11.078 -5.456
H -12.672 10.752 -6.483
C -6.031 6.630 -7.227
H -4.360 10.534 -4.366
C -13.930 9.226 -7.536
N -10.819 15.701 -5.934
C -11.095 16.134 -4.510
H -12.133 16.458 -4.435
H -1.037 14.936 -4.937
N -3.673 12.499 -5.061
C -10.046 14.742 -10.349
O -10.042 9.967 -12.432
H -14.618 7.817 -9.038
H -9.335 10.139 -14.341
H -5.332 9.435 -7.411
H -12.117 14.670 -10.911
H -6.258 5.384 -5.524
O -7.497 8.931 -4.955
H -6.616 7.789 -9.236
H -15.500 10.695 -9.302
O -1.161 14.082 -4.509
H -13.091 11.346 -10.717
H -12.857 7.991 -8.854
C -9.399 15.206 -6.060
H -11.951 10.201 -10.011
C -7.834 9.269 -3.604
C -11.523 14.100 -13.242
C -8.921 10.016 -13.340
C -9.756 15.752 -13.086
H -8.400 5.547 -1.734
C -7.601 10.364 -10.756
H -12.272 12.093 -8.439
C -12.937 10.657 -9.889
H -9.109 14.933 -12.780
C -12.846 10.281 -7.453
H -12.569 13.920 -13.005
C -12.075 16.475 -13.135
O -8.141 16.329 -4.378
C -2.283 14.126 -3.646
H -12.578 8.302 -11.144
H -3.676 9.021 -7.883
H -1.997 12.674 -6.330
C -8.350 16.266 -5.787
H -11.515 13.764 -5.518
H -10.588 17.740 -6.532
```

Net charge: +6
F_max: 0.0335 Eh/bohr

***

A 10-piece molecular cluster, C40H110N10O10 overall at a distorted geometry, computed with the ωB97M-V functional and the def2-TZVPD basis.

```
170
Properties=species:S:1:pos:R:3
H 4.391 3.422 3.544
H -1.933 -0.459 3.942
C 3.661 -2.188 1.002
H -0.478 -6.728 -2.863
C 3.629 1.732 -4.226
H -1.982 4.981 -3.704
H 0.179 1.719 1.749
O 3.557 -3.567 1.316
C 2.531 4.279 3.026
H -6.783 -4.987 -0.120
H -1.901 -4.875 -7.809
H 2.653 -1.821 0.755
H -2.995 -6.350 1.431
C -1.608 -6.686 3.209
C 0.291 1.748 0.662
H -5.000 0.225 2.485
O 2.344 -0.938 -3.539
C -6.982 -0.663 5.216
H -1.736 2.469 0.250
H -7.575 -6.915 1.662
C 3.084 1.330 -2.850
C -1.329 -1.555 0.540
H -2.958 -3.704 -7.343
H -5.829 -7.454 -1.519
H -1.393 -1.793 -0.519
O -6.064 0.327 4.833
H 2.028 1.968 -0.461
H -7.398 -7.241 -0.706
C -6.378 -7.620 -0.593
H 3.825 2.894 1.983
H 2.589 5.182 -0.502
H 1.174 3.819 -3.849
H 4.224 -4.717 -0.282
C -4.711 -0.009 5.047
H -0.542 -1.909 1.210
C -1.408 -4.156 -4.717
H -7.976 -0.209 5.235
O -2.270 -4.710 -5.707
H 1.720 5.706 4.453
H 4.764 7.700 4.828
N 3.078 4.857 -1.333
H -1.020 5.873 -2.521
H -0.818 -6.421 3.927
H 4.213 -1.966 0.081
C 3.873 7.092 4.980
C -5.791 -5.307 0.221
C 5.250 5.050 -2.489
O -1.098 -0.125 0.634
H 1.889 4.849 -4.953
H -4.604 -0.412 6.063
H -0.741 4.129 -2.846
O -0.886 7.755 -4.656
O -5.391 -4.604 1.395
H 5.910 5.863 -2.807
H 4.226 -0.475 -2.912
H -3.390 0.575 2.599
H 2.843 -5.220 0.697
C -0.703 2.775 0.093
H -4.187 -3.124 0.535
H -1.922 -7.692 3.514
H 3.666 -1.722 3.111
H -2.841 -5.765 5.435
H 4.769 0.530 2.710
H 0.901 -0.328 0.312
C 0.271 6.931 -4.583
H 1.920 3.132 0.651
O 3.694 7.464 -0.006
H -0.636 -6.582 -4.486
H 4.802 5.106 -0.288
H -1.739 -3.110 -4.630
H -7.011 -1.571 4.613
C -0.011 5.450 -4.413
H -4.192 -5.076 4.518
H 2.047 1.626 -2.674
C -1.823 7.443 -5.655
H 5.250 7.444 -1.260
O -2.643 -5.738 3.360
H -6.463 -8.684 -0.381
H 2.997 1.303 -5.016
H 0.791 7.310 -3.700
N 3.934 1.923 -1.792
H 0.862 4.808 1.919
H 2.665 5.277 -2.163
C -2.027 -4.167 -6.982
H 4.022 6.525 5.905
H 4.678 1.530 -4.434
H 3.045 7.788 5.161
H 5.398 7.895 1.022
H 4.631 4.467 2.195
H 4.643 4.868 -3.375
H 2.946 0.518 2.325
H -6.880 -0.914 6.281
H 0.710 -5.395 2.085
N 5.580 -1.699 2.430
H 0.406 -1.369 -3.942
H -4.703 -1.724 3.932
N 1.689 2.162 0.474
C 4.239 6.997 -1.191
C -1.475 -4.968 -3.425
H -4.158 0.939 5.118
H -4.908 -2.758 2.062
H -0.826 -4.656 -1.310
C 0.095 0.375 0.069
H -0.458 5.142 -5.371
C -2.654 -1.246 4.165
H -0.479 3.003 -0.950
H -2.287 -1.671 1.045
C 0.996 -0.878 -3.167
H 3.676 7.298 -2.075
H 5.704 -1.621 3.429
N -2.208 -6.581 0.831
H -0.515 3.692 0.655
H -0.362 -4.103 -5.036
H -6.178 -6.421 2.471
H -1.237 -3.418 -7.004
C 2.682 5.237 4.207
C 4.153 -1.396 2.182
H 0.837 -1.493 -2.267
H 4.024 7.716 2.026
C -0.228 -5.379 1.525
H 1.893 3.454 3.348
C 3.195 -0.188 -2.692
N -4.074 -0.174 2.618
H -3.911 -6.827 4.618
H 0.848 7.158 -5.488
H 2.566 -3.876 -0.485
H -1.452 7.349 -6.680
C -0.877 -4.141 -2.268
H -0.799 -4.477 1.761
C -1.078 -6.629 1.780
H -0.420 -7.500 1.677
H 2.044 5.931 1.983
H -2.095 -5.766 0.245
H -2.626 8.180 -5.645
H 3.075 -0.458 -1.635
H 4.716 6.261 1.397
N 1.866 4.935 1.873
H -2.343 6.527 -5.343
H 0.132 -3.850 -2.557
C -4.077 -0.819 3.938
H 0.115 0.540 -1.019
H -1.512 -3.253 -2.201
H 5.878 4.193 -2.245
C 3.286 -4.378 0.160
H -5.843 -2.726 0.499
C -5.112 -3.256 1.118
C 4.451 5.437 -1.267
H -5.039 -5.075 -0.544
H 4.854 1.937 -2.227
H 0.601 0.119 -2.953
H 4.108 0.408 1.064
N 1.250 4.770 -4.173
H -2.508 -1.795 5.102
H -0.026 -5.307 0.454
H -2.476 -5.366 -3.240
C -5.789 -6.810 0.565
H 2.865 4.635 5.107
H -2.346 -2.058 3.495
H 3.728 2.930 -1.746
N -6.578 -7.034 1.772
O 3.622 6.241 3.890
H 3.456 2.791 -4.449
H -4.769 -7.010 0.890
C 4.486 7.291 1.139
C 3.914 3.774 2.621
C -3.426 -5.848 4.508
C -0.981 5.096 -3.284
H 5.863 -2.603 2.087
N -0.524 -6.064 -3.624
C 3.945 0.147 2.114
```

Energy above the lowest of the compared OMol25 structures with the same formula, charge and spin: 304.9 kJ/mol
F_max: 0.0564 Eh/bohr
Structure (SMILES): COC[C@H](C)N.COC[C@H](C)N.COC[C@H](C)N.COC[C@H](C)N.COC[C@H](C)N.COC[C@H](C)N.COC[C@H](C)N.COC[C@H](C)N.COC[C@H](C)N.COC[C@H](C)N

***

Number 1: highest occupied orbital energy -21.2127 eV, total energy -71978.7188 eV. Number 2: highest occupied orbital energy -8.4019 eV, total energy -78632.6073 eV.